Density functional theory data (wB97M-V/def2-TZVPD) for one molecule with the formula C6H11NO in a non-equilibrium geometry.

Calculated values
SMILES string = C[C@H]1CO[C@@H]2C[C@@]12N
calculated total energy = -365.0024 Ha
HOMO-LUMO gap = 0.3321 Ha
strongest force on any atom = 0.0916 Eh/bohr
relative energy (zero: lowest compared OMol25 entry of this formula, charge and spin) = 601.5 kJ/mol
lowest unoccupied orbital energy = 1.03 eV
charge = 0
molar mass = 113.16 g/mol

Last column: Löwdin charge in e.
Cartesian coordinates (Å):
C (1.74553, -0.97261, 0.09757)  -0.07
C (0.70306, -0.04284, 0.66154)  -0.32
C (0.90992, 1.40082, -0.11363)  -0.05
O (-0.35879, 1.46596, -0.90882)  -0.08
C (-0.59222, 0.15577, -1.05591)  -0.38
C (-1.65828, -0.83634, -0.81737)  0.05
C (-0.69965, -0.35862, 0.35642)  -0.38
N (-1.53834, 0.38228, 1.34361)  0.03
H (1.47600, -1.20396, -0.97642)  0.09
H (2.75947, -0.62069, 0.16839)  0.07
H (1.66456, -1.92059, 0.65357)  0.09
H (0.79763, 0.17201, 1.67428)  0.11
H (1.92274, 1.29037, -0.69767)  0.14
H (0.83769, 2.29972, 0.52846)  0.11
H (0.16393, -0.34630, -1.71873)  0.15
H (-1.55756, -1.82161, -1.19853)  0.09
H (-2.70806, -0.84475, -0.59160)  0.09
H (-1.28128, 1.57112, 1.28049)  0.18
H (-2.58635, 0.23026, 1.31438)  0.08

Force components x, y, z for each atom (eV/Å):
-1.0 -1.7 -0.2
2.0 0.7 -1.5
-0.6 -0.6 0.1
1.5 2.5 -0.7
-1.4 -1.3 -2.0
0.3 -0.6 1.4
-2.3 -0.6 0.6
0.5 3.9 -0.8
0.8 0.2 1.2
0.4 0.3 0.0
0.3 0.1 -0.3
0.4 -0.1 2.0
-2.2 0.7 0.6
0.6 -0.5 -0.4
-0.6 0.5 0.9
1.0 -0.6 -1.1
-0.3 1.2 0.4
-1.4 -4.5 0.1
2.0 0.5 -0.4